[1]
Molecular formula: C14H20Br2N2O4P
Method: DFT, ωB97M-V with the def2-TZVPD basis set

```
43
Properties=species:S:1:pos:R:3:mulliken_charge:R:1
C -1.08785 5.54737 0.40865 -0.04
C -1.28991 4.54461 -0.19812 -0.47
N -1.23527 3.29013 -0.73615 0.72
N -0.49638 3.19607 -1.85580 -0.90
C -0.40167 2.02729 -2.39521 0.69
Br 0.51788 2.02816 -4.02269 -0.07
C -0.99620 0.83867 -1.88495 0.75
C -0.77065 -0.47874 -2.55225 -2.02
C 0.30420 -1.37149 -1.86708 -0.30
P 1.45820 -0.52786 -0.78120 0.49
O 2.08556 0.63777 -1.40518 -0.76
O 0.62285 -0.16923 0.52174 -0.04
C 1.16074 0.89677 1.35083 -0.24
C 0.25857 1.04644 2.54967 -1.36
O 2.52180 -1.61534 -0.34926 -0.32
C 2.11420 -2.69338 0.52224 0.26
C 3.21968 -3.72682 0.56518 -1.42
C -1.77628 0.97528 -0.75137 0.98
C -2.54195 -0.17189 -0.11746 -1.69
O -2.31423 -0.34705 1.24165 -0.37
C -1.47056 -1.42815 1.62712 -0.49
C -1.88572 2.25539 -0.20647 0.15
Br -2.97614 2.59675 1.25383 -0.01
H -0.95615 6.42740 0.98759 0.42
H -1.70018 -1.03085 -2.55961 0.41
H -0.49833 -0.30804 -3.58283 0.50
H 0.93451 -1.80470 -2.63741 0.62
H -0.17419 -2.19984 -1.35410 0.47
H 1.20625 1.81915 0.78414 0.31
H 2.15439 0.60629 1.67577 0.54
H -0.78849 1.07422 2.25534 0.28
H 0.38913 0.23605 3.25928 0.38
H 0.48433 1.97401 3.06617 0.39
H 1.93638 -2.30668 1.52099 0.12
H 1.19363 -3.15467 0.16968 0.21
H 4.00314 -3.40981 1.24198 0.32
H 2.81622 -4.67691 0.89576 0.40
H 3.64289 -3.84324 -0.42611 0.36
H -2.35809 -1.07811 -0.67963 0.61
H -3.59861 0.07158 -0.24809 0.49
H -0.52860 -1.05288 2.00796 0.04
H -1.30362 -2.12284 0.80787 0.26
H -1.97146 -1.96498 2.42583 0.31
```

- HOMO-LUMO gap (eV) = 8.3
- total energy (eV) = -175377.883
- ΔE to the lowest compared entry with this formula, charge and spin (kcal per mole) = 0.0
- lowest unoccupied orbital energy (eV) = -5.019
- charge = +1



[2]
Molecular formula: C14H20BrFeN5OS
Method: DFT, ωB97M-V with the def2-TZVPD basis set

```
43
Properties=species:S:1:pos:R:3:mulliken_spin:R:1
Fe 0.07669 -0.28563 0.57293 3.76
Br 0.00812 -1.32069 -2.07164 0.03
C -1.13385 -2.39833 -1.02218 0.01
C -1.79506 -3.47889 -1.56186 0.00
C -2.64034 -4.18130 -0.71459 0.00
C -2.78612 -3.76970 0.60225 0.00
C -2.06858 -2.67849 1.04385 0.01
N -1.23413 -1.99404 0.24404 0.01
H -1.65827 -3.75276 -2.59725 0.00
H -3.18269 -5.04054 -1.08639 0.00
H -3.45019 -4.28661 1.27971 0.00
H -2.14698 -2.33166 2.06447 0.00
S -0.95616 1.74220 0.44532 0.05
C -1.89839 2.86641 -0.43296 0.01
N -2.72311 3.71585 0.15375 0.01
C -3.39154 4.60490 -0.80832 0.00
C -2.80529 4.13109 -2.15857 0.00
N -1.90297 3.04571 -1.74463 0.01
H -2.85619 3.74719 1.15030 0.00
H -3.15281 5.64406 -0.59514 0.00
H -4.47014 4.47725 -0.75621 0.00
H -2.24854 4.91580 -2.66545 0.00
H -3.56963 3.75501 -2.83446 0.00
H -1.34497 2.50353 -2.37971 0.00
C -0.26196 -0.84147 3.80557 0.01
O 0.53998 -0.67431 2.61289 0.02
H -0.12167 0.00348 4.47531 0.00
H 0.00477 -1.76859 4.30800 0.00
H -1.30117 -0.87875 3.49316 0.00
H 1.47171 -0.61047 2.85076 0.00
N 5.96772 -0.44464 -1.22754 0.01
C 4.73249 -0.39841 -0.71376 0.00
C 4.06845 0.82632 -0.49676 -0.01
C 2.80673 0.82493 0.02633 0.02
N 2.13510 -0.30184 0.35516 0.04
C 2.77603 -1.47610 0.15332 0.01
C 4.03726 -1.57352 -0.35870 0.00
H 6.46372 0.39665 -1.46450 0.00
H 6.43594 -1.32062 -1.37975 0.00
H 4.55192 1.76400 -0.73539 0.00
H 2.29143 1.75968 0.21146 -0.01
H 2.23373 -2.37206 0.43365 0.01
H 4.49897 -2.54464 -0.47643 0.00
```

- HOMO-LUMO gap (spin up / spin down) (eV) = 9.1 / 8.4
- total energy (eV) = -139593.716
- ΔE to the lowest compared entry with this formula, charge and spin (kcal per mole) = 0.0
- 2S+1 = 5
- lowest unoccupied orbital energy (spin up / spin down) (eV) = -5.300 / -5.962
- charge = +2



[3]
Molecular formula: C14H20CdF6NO11S2
Method: DFT, ωB97M-V with the def2-TZVPD basis set

```
55
Properties=species:S:1:pos:R:3:mulliken_charge:R:1
Cd 0.03983 -0.00329 0.11132 3.02
C 0.38322 0.60188 -3.96554 -0.85
C 0.32707 0.66531 -2.59387 0.79
C -0.74087 1.69404 -1.97566 0.67
O -1.05195 1.56394 -0.74616 -0.73
C -1.27496 2.67205 -2.78867 -0.69
C -1.06830 2.68091 -4.19130 0.44
C -0.20320 1.58668 -4.79231 0.23
O -0.13754 1.49471 -6.01920 -0.68
O -1.54121 3.56029 -4.90560 -0.70
O 0.99469 -0.01998 -1.74518 -1.03
H 0.89690 -0.22793 -4.43206 0.40
H -2.01010 3.32038 -2.32770 0.32
C -0.59386 -3.34242 -1.92162 0.66
F -1.00223 -4.20638 -2.82559 -0.22
F -0.13187 -4.00268 -0.84798 -0.25
F 0.41060 -2.61810 -2.40393 -0.17
S -1.98469 -2.18195 -1.41195 0.58
O -2.06600 -1.15282 -2.39630 -0.53
O -3.13531 -3.03256 -1.30451 -0.57
N -1.36832 -1.52418 0.02148 -0.54
S -2.00415 -2.26428 1.33454 0.59
O -2.25427 -3.66542 1.21468 -0.52
O -1.23720 -1.89997 2.49708 -0.56
C -3.66990 -1.44404 1.56313 0.61
F -3.50130 -0.22975 2.12781 -0.25
F -4.33437 -1.23739 0.43916 -0.22
F -4.40914 -2.20491 2.36092 -0.22
C 3.62563 1.56815 0.00208 -0.73
C 2.58293 2.68714 -0.01961 -0.49
O 1.35482 2.30011 0.57614 -0.29
H 3.63582 1.02465 -0.93642 0.20
H 3.38185 0.96519 0.87745 0.04
H 4.62159 1.97695 0.17661 0.40
H 2.40116 2.92511 -1.07490 0.28
H 2.97263 3.59835 0.44678 0.48
H 0.73356 3.03044 0.63011 0.15
C 1.80533 -3.27019 1.80220 -1.10
C 2.23384 -2.19244 0.81174 -0.28
O 1.80893 -0.87327 1.20731 -0.74
H 0.74379 -3.48909 1.73932 0.14
H 2.12586 -3.04002 2.82135 0.41
H 2.37872 -4.17005 1.55748 0.41
H 1.82566 -2.39583 -0.17154 0.15
H 3.32633 -2.20157 0.82056 0.36
H 2.10185 -0.74346 2.11469 0.19
C -0.88462 2.79563 3.43229 -1.24
C -0.36066 1.36988 3.26116 -0.34
O -0.86299 0.81458 2.05370 -0.27
H -0.37510 3.38443 4.19640 0.39
H -1.96989 2.88430 3.50721 0.36
H -0.67641 3.36242 2.51315 0.26
H -0.76585 0.82537 4.12478 0.35
H 0.72181 1.35450 3.34089 0.28
H -1.81815 0.92659 2.11405 0.03
```

- HOMO-LUMO gap (eV) = 6.1
- total energy (eV) = -81394.786
- ΔE to the lowest compared entry with this formula, charge and spin (kcal per mole) = 0.0
- lowest unoccupied orbital energy (eV) = 1.979
- charge = -1



[4]
Molecular formula: C14H20ClF5I2N4O4P
Method: DFT, ωB97M-V with the def2-TZVPD basis set

```
51
Properties=species:S:1:pos:R:3:mulliken_charge:R:1
C -0.17091 0.69245 4.18379 -0.93
C -1.28781 -0.23290 3.67745 -1.24
C -0.87809 -1.28975 2.66414 0.04
Cl -2.26657 -2.39951 2.48278 -0.11
N -0.42723 -0.96619 1.27080 0.54
C 0.17252 -1.86758 0.49478 -0.18
C 0.54190 -3.32078 0.76817 0.85
F 0.43985 -3.67034 2.05318 -0.29
F 1.82367 -3.46181 0.40887 -0.27
C -0.27462 -4.32726 -0.10236 0.63
F 0.00453 -5.55846 0.33448 -0.24
F 0.08351 -4.23446 -1.38189 -0.23
F -1.58538 -4.10848 0.02253 -0.23
N 0.46630 -1.40515 -0.68312 -0.24
C 0.02815 -0.13519 -0.71315 -0.21
N 0.18003 0.58443 -1.85962 0.70
C 0.87091 -0.21515 -2.92595 -0.60
I 1.60473 1.07380 -4.49895 0.14
C -0.05273 -1.33557 -3.49456 -0.02
C -1.53192 -0.96986 -3.55222 -1.20
I 0.50808 -1.94404 -5.47128 0.14
P -0.46184 2.23759 -1.94960 -0.28
O 0.79585 3.20873 -2.16585 -0.40
O -1.26170 2.15117 -3.34253 -0.44
N -0.51617 0.18236 0.48724 -0.17
C -1.10008 1.43588 0.95717 -1.13
C -0.04691 2.53302 1.23719 -1.05
C 1.38229 2.01034 1.51668 -0.15
C 2.35907 2.38220 0.42992 -0.05
O 2.72593 1.61849 -0.42236 -0.53
O 2.76785 3.65490 0.51555 -0.46
H 0.82293 0.27697 4.01538 0.31
H -0.23436 1.68363 3.74642 0.04
H -0.29594 0.84043 5.25556 0.47
H -2.18589 0.30916 3.39196 0.58
H -1.60271 -0.83211 4.53330 0.51
H -0.05140 -1.84120 3.09883 0.62
H 1.78827 -0.63349 -2.52595 0.71
H 0.11768 -2.24033 -2.92373 0.16
H -1.90249 -0.56509 -2.60892 0.19
H -2.09741 -1.88460 -3.73923 0.49
H -1.75730 -0.29767 -4.37741 0.36
H 1.11747 3.33306 -3.07267 0.29
H -1.08379 2.85804 -3.97631 0.41
H -1.74699 1.27086 1.80516 0.61
H -1.76039 1.78763 0.16827 0.45
H -0.37512 3.11434 2.09729 0.62
H -0.02250 3.23123 0.40103 0.57
H 1.45092 0.93115 1.63972 0.16
H 1.73626 2.44196 2.45437 0.64
H 3.18954 3.89314 -0.32437 0.42
```

- HOMO-LUMO gap (eV) = 7.8
- total energy (eV) = -80587.548
- lowest unoccupied orbital energy (eV) = -3.351
- charge = +1



[5]
Molecular formula: C14H20N
Method: DFT, ωB97M-V with the def2-TZVPD basis set

```
35
Properties=species:S:1:pos:R:3:mulliken_charge:R:1
C -1.42848 -1.51944 1.11817 -1.11
C -2.79162 -0.93825 1.57805 -0.79
C -2.54042 0.53801 1.66726 -0.67
C -1.39297 0.91773 1.06747 -0.85
C -0.57493 -0.30058 0.62844 2.11
C 0.88483 -0.29173 1.10216 -0.18
C 1.56006 0.89641 1.35744 -0.23
C 2.87964 0.85758 1.82472 -0.76
C 3.50619 -0.36144 2.08807 -0.52
C 2.79803 -1.54798 1.89476 -0.79
C 1.50073 -1.51740 1.37522 -0.57
H -0.92748 -1.96196 1.98421 0.48
H -1.53847 -2.30142 0.34447 0.37
H -3.55576 -1.16470 0.81692 0.30
H -3.15967 -1.40068 2.51304 0.42
H -3.24791 1.18042 2.18591 0.52
H -1.01353 1.93573 0.92552 0.38
H 1.03717 1.85121 1.27531 0.27
H 3.40315 1.79585 2.01549 0.40
H 4.52543 -0.39043 2.47423 0.40
H 3.23011 -2.50580 2.17562 0.40
H 0.93113 -2.45258 1.28708 0.37
C -0.03388 1.53138 -4.05469 -1.38
C -0.62621 0.56078 -3.04369 -0.34
C -0.10665 0.77175 -1.62129 -0.57
N -0.53906 -0.39187 -0.78698 -0.32
H -0.42283 1.33880 -5.06010 0.38
H -0.29119 2.56502 -3.80145 0.36
H 1.05719 1.45550 -4.09947 0.36
H -1.71371 0.70567 -2.98806 0.39
H -0.47049 -0.47942 -3.37868 0.39
H 0.98215 0.80435 -1.56949 0.39
H -0.52994 1.66370 -1.16125 0.22
H -1.47264 -0.67568 -1.09264 0.56
H 0.08203 -1.16851 -1.04178 0.60
```

- HOMO-LUMO gap (eV) = 10.0
- total energy (eV) = -16325.977
- ΔE to the lowest compared entry with this formula, charge and spin (kcal per mole) = 13.8
- lowest unoccupied orbital energy (eV) = -2.749
- charge = +1



[6]
Molecular formula: C14H20N2O3SW
Method: DFT, ωB97M-V with the def2-TZVPD basis set

```
41
Properties=species:S:1:pos:R:3:mulliken_spin:R:1
C 0.28842 1.84896 2.44527 0.03
C 1.37306 2.59865 1.59406 0.02
H -0.55482 1.14085 2.11327 -0.01
H -0.26418 2.65807 2.94391 0.00
H 0.81216 1.32364 3.24896 0.00
H 0.99955 3.57049 1.21457 0.01
H 2.15932 2.89031 2.31393 0.01
H 1.97503 2.03211 0.83301 -0.01
C -2.04555 -0.62289 1.60691 0.04
C -3.26287 -1.29367 1.57603 -0.01
C -3.77507 -1.77720 0.37065 0.03
C -3.01546 -1.62548 -0.77790 -0.01
H -1.52398 -0.41545 2.54160 0.00
H -3.79345 -1.45989 2.50819 0.00
H -4.74949 -2.25970 0.32396 0.00
H -3.30305 -2.04120 -1.73678 0.00
N -1.40840 -0.26934 0.44859 -0.06
C -1.83677 -0.86755 -0.73188 0.07
C -0.90008 -0.78522 -1.82255 0.00
N 0.27416 -0.13236 -1.49929 0.02
C 1.30782 -0.10803 -2.37538 -0.02
C -0.08687 -1.14810 -4.04157 0.01
C 1.13456 -0.58171 -3.66592 0.00
H 2.23215 0.26564 -1.95734 -0.01
H 1.95693 -0.49576 -4.36357 0.00
C -1.09658 -1.30626 -3.10711 0.01
H -2.06748 -1.74596 -3.34299 0.00
H -0.26611 -1.42510 -5.07235 0.00
W 0.10677 1.16528 0.16093 1.80
C -0.86038 2.62171 -0.89934 0.00
H -1.77468 2.17379 -1.31363 0.03
H -0.13755 2.85844 -1.70174 -0.02
H -1.04795 3.54694 -0.33088 0.00
C 3.08651 -2.18085 1.56866 0.00
S 2.77938 -0.42167 1.56402 0.01
O 3.59645 0.25162 2.56880 0.00
O 3.04255 0.04554 0.18496 0.04
O 1.32777 -0.54482 1.91875 0.01
H 4.14397 -2.37666 1.68972 0.00
H 2.69045 -2.53238 0.61377 0.00
H 2.48375 -2.57479 2.38767 0.00
```

- HOMO-LUMO gap (spin up / spin down) (eV) = 6.1 / 6.4
- total energy (eV) = -36606.348
- ΔE to the lowest compared entry with this formula, charge and spin (kcal per mole) = 60.9
- 2S+1 = 3
- lowest unoccupied orbital energy (spin up / spin down) (eV) = -9.493 / -9.238
- charge = +2



[7]
Molecular formula: C14H20N2O4
Method: DFT, ωB97M-V with the def2-TZVPD basis set

```
40
Properties=species:S:1:pos:R:3:mulliken_charge:R:1
C -4.43161 -0.84781 2.63370 -1.24
C -3.09931 -0.12421 2.65860 0.01
O -2.00453 -1.00697 2.70586 -0.39
C -0.82855 -0.29917 2.62065 0.76
C 0.36889 -1.04508 2.66470 -1.02
N 1.66196 -0.51019 2.55571 0.99
O 2.62110 -1.29614 2.65951 -0.71
O 1.83486 0.70591 2.35726 -0.63
O -0.83303 0.92308 2.52153 -0.63
H -5.27869 -0.16686 2.53343 0.37
H -4.47227 -1.54897 1.80010 0.29
H -4.57843 -1.42435 3.54732 0.31
H -2.95924 0.50687 1.76930 0.18
H -3.00794 0.53560 3.53234 0.28
H 0.31228 -2.10570 2.79920 0.48
C 0.57517 -3.50352 -1.05076 -0.98
N 1.00879 -2.12731 -1.27985 0.21
C 2.38865 -1.80952 -0.89357 -1.13
C 0.06337 -1.14282 -1.42229 -0.21
C 0.35137 0.21272 -1.69278 0.38
C 1.47138 0.61169 -2.46173 -0.41
C 1.75974 1.94154 -2.64467 -0.59
C 0.96170 2.93271 -2.07630 1.16
C 1.31398 4.36630 -2.25349 -1.46
C -0.16681 2.55280 -1.34769 -0.89
C -0.48153 1.23029 -1.17204 -0.46
H 1.41917 -4.14385 -0.79819 0.39
H -0.14081 -3.53038 -0.23001 0.37
H 0.09934 -3.89346 -1.95011 0.35
H 2.78519 -2.56661 -0.22061 0.42
H 3.03284 -1.75271 -1.76871 0.30
H 2.41585 -0.85566 -0.36785 0.48
H -0.94949 -1.40103 -1.16247 0.49
H 2.07125 -0.13889 -2.94442 0.50
H 2.61275 2.23327 -3.23394 0.43
H 0.60308 5.01759 -1.74413 0.35
H 2.30562 4.57245 -1.84816 0.34
H 1.31553 4.63567 -3.31029 0.35
H -0.78700 3.31393 -0.90629 0.32
H -1.33458 0.94875 -0.57885 0.22
```

- HOMO-LUMO gap (eV) = 4.7
- total energy (eV) = -26007.453
- ΔE to the lowest compared entry with this formula, charge and spin (kcal per mole) = 166.2
- lowest unoccupied orbital energy (eV) = -2.047
- charge = 0



[8]
Molecular formula: C14H21AuClSi
Method: DFT, ωB97M-V with the def2-TZVPD basis set

```
38
Properties=species:S:1:pos:R:3:mulliken_spin:R:1
C -0.32531 -0.37853 2.36403 0.17
C -1.22579 -0.30393 1.25360 -0.03
C -1.41075 1.14610 0.95306 -0.05
H -1.86807 -1.11877 0.91773 0.00
C -0.62503 1.87584 1.93441 0.16
C -0.01232 0.93607 2.78731 -0.06
H 0.58329 1.18792 3.64763 0.00
H 0.03421 -1.29117 2.83205 0.01
H -2.25011 1.59021 0.40290 0.01
H -0.57704 2.97137 2.01842 0.01
Au -0.42318 0.24604 -0.77325 0.25
Cl -0.12404 -1.36864 -2.45102 0.16
C -2.47196 -0.10677 -3.96929 0.38
C -2.71604 1.28607 -3.76991 -0.08
C -3.87693 1.41113 -2.94455 0.37
H -2.13019 2.09558 -4.19802 0.00
C -4.35083 0.09816 -2.64335 0.13
C -3.48559 -0.84177 -3.27747 0.15
H -3.57645 -1.92386 -3.25819 0.00
H -1.65502 -0.52864 -4.55235 0.01
H -4.32906 2.34848 -2.62183 0.01
H -5.23224 -0.14498 -2.05162 0.00
C 3.03641 3.54189 -2.21444 0.03
Si 2.54640 1.93704 -1.30589 -0.03
C 3.84159 0.60054 -1.70119 0.00
C 2.66008 2.26437 0.55512 0.01
C 0.82065 1.48347 -1.98561 0.40
H 4.08194 3.82124 -1.98212 0.00
H 2.39046 4.37391 -1.89800 0.00
H 2.94602 3.44610 -3.30940 0.00
H 4.83230 1.06284 -1.86231 0.00
H 3.97162 -0.10833 -0.86730 0.00
H 3.58051 0.02683 -2.60457 0.00
H 1.83327 2.88981 0.92402 0.00
H 2.69346 1.36023 1.18472 0.00
H 3.60548 2.81180 0.72444 0.00
H 0.85921 0.92556 -2.93488 0.00
H 0.13709 2.33341 -2.16102 -0.01
```

- HOMO-LUMO gap (spin up / spin down) (eV) = 6.4 / 5.1
- total energy (eV) = -38949.804
- ΔE to the lowest compared entry with this formula, charge and spin (kcal per mole) = 5.1
- 2S+1 = 3
- lowest unoccupied orbital energy (spin up / spin down) (eV) = 3.359 / 1.178
- charge = -1